(1)
This record from the OMol25 dataset describes an isolated molecule of C28H26N6OS2 in a non-equilibrium geometry. The level of theory is wB97M-V/def2-TZVPD.

Structure (SMILES): Cc1cccc(C)c1NCc1nnc(SCC(=O)Nc2nc(-c3ccccc3)cs2)n1-c1ccccc1
HOMO-LUMO gap, eV: 8.4575
E_tot, Eh: -2282.7824
HOMO, eV: -7.91

Geometry (Å):
C1 1.918 2.130 -2.590
C2 2.614 1.160 -1.679
C3 3.671 1.592 -0.895
C4 4.329 0.727 -0.041
C5 3.950 -0.600 -0.002
C6 2.918 -1.077 -0.796
C7 2.219 -0.186 -1.620
N1 1.224 -0.659 -2.493
H1 0.967 0.051 -3.166
C8 0.029 -1.291 -1.983
C9 -1.052 -0.315 -1.648
N2 -1.055 0.950 -1.961
N3 -2.163 1.514 -1.458
C10 -2.818 0.593 -0.816
N4 -2.167 -0.614 -0.910
C11 -2.572 -1.862 -0.392
C12 -2.852 -1.999 0.962
C13 -3.240 -3.231 1.457
C14 -3.352 -4.321 0.611
C15 -3.084 -4.178 -0.740
C16 -2.697 -2.951 -1.246
H2 -2.507 -2.830 -2.302
H3 -3.183 -5.022 -1.405
H4 -3.655 -5.280 1.003
H5 -3.454 -3.336 2.510
H6 -2.771 -1.151 1.624
S1 -4.304 0.799 0.073
C17 -3.826 2.218 1.125
C18 -3.690 3.469 0.297
O1 -4.633 4.083 -0.141
N5 -2.416 3.938 0.076
C19 -1.186 3.441 0.403
N6 -0.906 2.353 1.026
C20 0.441 2.186 1.196
C21 1.202 3.204 0.702
S2 0.221 4.407 -0.036
H7 2.267 3.290 0.694
C22 0.952 0.966 1.806
C23 2.188 0.923 2.445
C24 2.650 -0.265 2.980
C25 1.895 -1.421 2.881
C26 0.661 -1.385 2.253
C27 0.193 -0.198 1.725
H8 -0.764 -0.150 1.235
H9 0.060 -2.282 2.177
H10 2.265 -2.347 3.296
H11 3.608 -0.289 3.479
H12 2.778 1.821 2.534
H13 -2.399 4.764 -0.513
H14 -4.665 2.330 1.812
H15 -2.904 1.968 1.646
H16 0.253 -1.870 -1.086
H17 -0.341 -1.983 -2.753
C28 2.631 -2.552 -0.788
H18 1.903 -2.812 -0.017
H19 3.546 -3.100 -0.569
H20 2.257 -2.875 -1.756
H21 4.481 -1.292 0.636
H22 5.146 1.079 0.571
H23 3.988 2.624 -0.962
H24 0.837 2.088 -2.448
H25 2.256 3.144 -2.388
H26 2.138 1.908 -3.635

Force components x, y, z for each atom (eV/Å):
-0.011 -0.049 0.065
-0.121 0.028 -0.035
0.087 -0.112 0.047
0.115 0.021 -0.019
0.006 0.065 -0.073
0.002 -0.083 0.061
0.336 0.156 0.245
-0.138 0.133 -0.434
0.034 -0.077 0.047
-0.009 -0.234 -0.151
-0.033 -0.057 0.211
0.860 -0.488 -0.419
-1.017 0.142 0.100
-0.245 -0.049 0.105
0.264 0.751 -0.303
-0.099 -0.573 0.206
0.129 0.007 -0.033
-0.019 -0.005 0.024
-0.026 -0.062 -0.016
0.023 -0.092 0.007
0.002 0.179 0.051
0.018 0.038 -0.096
-0.005 -0.073 -0.055
-0.029 -0.085 0.034
-0.018 -0.009 0.094
0.046 0.079 0.013
-0.250 0.293 0.093
-0.053 -0.468 -0.106
-0.006 -0.004 0.148
-0.185 -0.001 -0.024
-0.136 0.770 -0.228
1.026 0.368 -0.010
-0.532 -0.245 0.086
0.571 0.916 -0.344
-0.250 -0.167 0.124
-0.423 -0.439 0.273
0.259 -0.041 -0.034
0.159 -0.306 0.187
-0.217 0.022 -0.022
0.030 -0.057 0.089
0.078 -0.056 0.060
-0.047 -0.097 0.008
0.016 0.051 -0.027
-0.131 0.003 -0.066
-0.046 -0.067 -0.007
0.037 -0.077 0.048
0.097 -0.003 0.037
0.068 0.108 0.007
-0.175 -0.180 0.117
0.036 0.110 -0.059
-0.220 0.038 0.046
0.000 -0.054 -0.114
0.036 -0.025 0.241
0.015 0.085 0.010
-0.084 -0.084 0.001
0.019 -0.064 0.013
-0.050 -0.101 -0.066
0.046 -0.091 0.059
0.090 0.036 0.060
-0.007 0.113 -0.020
0.047 0.058 -0.068
0.046 0.070 -0.037
-0.017 0.034 -0.151

(2)
This record from the OMol25 dataset describes an isolated molecule of C4H5N3O4S in a non-equilibrium geometry. The level of theory is wB97M-V/def2-TZVPD.

Structure (SMILES): N[C@@]1([N+](=O)[O-])CC=C([N+](=O)[O-])S1
HOMO-LUMO gap, eV: 8.5948
ΔE to the lowest compared entry with this formula, charge and spin, kcal per mole: 35.2
E_tot, Eh: -1018.6121
HOMO, eV: -9.41

Geometry (Å):
C1 -1.541 -0.690 -0.776
C2 -2.345 0.166 -0.139
C3 -0.104 -0.402 -0.777
C4 0.077 1.100 0.235
N1 1.032 0.946 1.225
N2 -3.768 0.087 -0.063
N3 0.438 2.240 -0.654
O1 -4.318 -0.823 -0.638
O2 -4.310 0.957 0.581
O3 0.939 3.189 -0.103
O4 0.161 2.155 -1.822
S1 -1.683 1.522 0.737
H1 -1.939 -1.562 -1.277
H2 0.515 -1.161 -0.315
H3 0.272 -0.108 -1.752
H4 1.413 1.835 1.536
H5 0.759 0.353 1.995

Force components x, y, z for each atom (eV/Å):
-0.933 0.148 0.141
1.555 -0.101 -0.206
0.397 3.162 1.927
-1.655 -3.370 -1.796
0.759 0.319 0.383
-0.359 -0.449 -0.247
0.237 -0.162 -0.044
-0.317 -0.319 -0.171
-0.369 0.285 0.257
0.315 0.552 0.067
-0.068 0.184 -0.443
0.608 0.106 0.166
-0.116 0.011 -0.032
0.130 -0.117 0.071
0.060 -0.141 -0.073
-0.124 -0.156 0.083
-0.119 0.048 -0.083

(3)
This record from the OMol25 dataset describes a structure of composition C5H10N4O3 in a non-equilibrium geometry. The level of theory is wB97M-V/def2-TZVPD.

HOMO-LUMO gap, eV: 10.1309
ΔE to the lowest compared entry with this formula, charge and spin, kcal per mole: 151.7
E_tot, Eh: -640.9551
HOMO, eV: -9.93

Geometry (Å):
C1 0.183 1.350 -1.260
C2 0.489 0.511 0.134
C3 1.504 -0.586 -0.280
C4 0.959 1.149 1.330
C5 -1.760 -0.387 1.219
H1 0.602 -0.623 -2.276
H2 0.585 2.510 -1.535
H3 -1.137 1.504 -1.361
H4 1.041 -1.404 -1.014
H5 1.683 -1.334 0.641
H6 2.915 0.331 -1.317
H7 0.062 1.938 1.329
H8 1.867 1.705 1.232
H9 2.004 0.653 2.821
H10 -1.791 0.271 2.250
N1 -0.935 -0.074 0.164
N2 -2.749 -1.363 0.681
N3 -2.476 -1.357 -0.667
N4 -1.340 -0.739 -0.997
O1 0.747 0.674 -2.351
O2 2.774 -0.047 -0.350
O3 1.031 0.243 2.464

Force components x, y, z for each atom (eV/Å):
-1.410 3.170 -1.530
-1.425 -1.921 -5.362
-1.015 -4.234 3.226
-3.694 2.457 1.496
-1.632 -0.949 -1.399
0.008 6.094 -0.149
-0.703 -3.005 1.699
4.151 -0.410 0.284
1.472 1.841 0.796
-1.080 1.623 -1.581
-0.528 -0.900 2.794
1.771 -0.816 1.523
0.377 0.161 -0.600
-4.172 -2.428 -0.681
0.285 -2.448 -2.812
-0.030 -2.054 2.117
3.063 4.711 -0.476
2.265 -0.373 1.579
-2.420 -0.165 2.877
-0.547 -4.787 -0.009
0.817 1.203 -4.310
4.448 3.230 0.518

(4)
This record from the OMol25 dataset describes a structure of composition C48H48Cl3CsN12O5 in a non-equilibrium geometry. The level of theory is wB97M-V/def2-TZVPD.

HOMO-LUMO gap, eV: 4.6706
Total charge: -2
ΔE to the lowest compared entry with this formula, charge and spin, kcal per mole: 56.2
E_tot, Eh: -4291.9021
HOMO, eV: -1.08

Geometry (Å):
Cs1 -3.124 -0.821 -1.412
C1 -2.447 6.374 -3.349
C2 -1.519 5.214 -3.134
C3 -0.576 4.843 -4.082
C4 0.274 3.781 -3.859
C5 0.234 3.021 -2.677
N1 1.120 1.995 -2.485
C6 2.039 1.648 -3.495
C7 3.269 2.306 -3.560
C8 4.199 2.005 -4.528
C9 3.940 1.017 -5.477
C10 4.917 0.745 -6.585
C11 2.755 0.309 -5.383
C12 1.801 0.610 -4.416
N2 0.631 -0.153 -4.425
C13 -0.640 0.220 -4.151
C14 -1.431 -0.883 -4.361
C15 -0.543 -1.888 -4.765
N3 0.693 -1.433 -4.813
C16 -0.773 3.365 -1.742
C17 -1.611 4.444 -1.984
N4 -0.974 2.641 -0.557
C18 -1.263 3.184 0.645
C19 -1.403 2.142 1.527
C20 -1.190 0.998 0.750
N5 -0.938 1.319 -0.501
H1 -2.257 6.852 -4.307
H2 -2.329 7.115 -2.558
H3 -3.482 6.039 -3.333
H4 -0.506 5.390 -5.014
H5 0.992 3.520 -4.624
H6 3.470 3.073 -2.826
H7 5.130 2.552 -4.571
H8 5.431 1.662 -6.871
H9 4.408 0.338 -7.456
H10 5.666 0.020 -6.264
H11 2.535 -0.492 -6.074
H12 -0.905 1.222 -3.875
H13 -2.492 -0.953 -4.237
H14 -0.755 -2.907 -5.030
H15 -2.396 4.652 -1.272
H16 -1.323 4.246 0.787
H17 -1.631 2.206 2.572
H18 -1.183 -0.031 1.048
N6 -5.833 -0.834 -0.212
N7 -6.216 0.480 -0.585
C21 -5.190 1.407 -1.014
O1 -5.611 2.308 -1.746
O2 -4.046 1.220 -0.578
H19 -5.533 -1.392 -1.019
H20 -6.649 -1.296 0.189
H21 -6.990 0.516 -1.253
Cl1 -6.256 -4.098 -4.297
C22 -4.904 -4.744 -3.424
C23 -4.768 -6.117 -3.358
C24 -3.712 -6.659 -2.665
Cl2 -3.576 -8.397 -2.563
C25 -2.750 -5.847 -2.048
C26 -1.644 -6.341 -1.330
C27 -0.734 -5.462 -0.807
C28 -0.938 -4.087 -1.001
N8 -1.981 -3.601 -1.622
C29 -2.889 -4.433 -2.143
C30 -4.025 -3.815 -2.816
O3 -4.190 -2.574 -2.839
H22 -5.493 -6.754 -3.843
H23 -1.535 -7.411 -1.211
H24 0.125 -5.814 -0.254
H25 -0.230 -3.363 -0.624
N9 2.045 2.477 -0.226
C31 1.669 1.616 -1.178
H26 1.445 3.303 -0.180
O4 1.990 -0.701 -0.381
C32 1.565 0.326 -0.838
C33 -0.172 -0.577 7.306
C34 0.823 0.274 6.497
C35 0.540 1.741 6.837
C36 2.237 -0.075 6.965
C37 0.576 0.034 4.968
O5 -0.837 0.061 4.858
C38 1.089 1.119 3.986
C39 2.555 1.590 3.920
C40 3.491 0.652 3.205
C41 4.347 -0.201 3.897
C42 5.204 -1.050 3.218
C43 5.213 -1.031 1.837
Cl3 6.317 -2.071 0.995
C44 4.387 -0.179 1.123
C45 3.529 0.660 1.814
C46 1.122 -1.369 4.544
N10 0.266 -2.003 3.585
C47 0.242 -1.978 2.238
N11 -0.793 -2.661 1.804
C48 -1.390 -3.095 2.929
N12 -0.778 -2.722 4.027
H27 0.069 -0.510 8.366
H28 -0.148 -1.622 7.011
H29 -1.182 -0.212 7.153
H30 0.536 1.867 7.919
H31 -0.435 2.024 6.451
H32 1.295 2.397 6.415
H33 2.339 0.216 8.009
H34 2.984 0.460 6.392
H35 2.440 -1.138 6.887
H36 -1.097 0.083 3.931
H37 0.474 2.001 4.174
H38 0.824 0.777 2.980
H39 2.945 1.837 4.908
H40 2.531 2.514 3.337
H41 4.369 -0.204 4.977
H42 5.863 -1.714 3.757
H43 4.404 -0.166 0.047
H44 2.906 1.343 1.236
H45 1.137 -2.038 5.406
H46 2.127 -1.266 4.134
H47 0.967 -1.489 1.615
H48 -2.274 -3.701 2.932

Force components x, y, z for each atom (eV/Å):
2.869 -0.617 0.152
-0.019 -0.115 0.058
0.078 0.000 -0.044
-0.197 0.095 0.151
0.079 -0.250 0.045
-0.330 0.506 0.046
0.615 -1.010 0.515
0.201 -0.340 -0.647
-0.147 0.054 -0.013
-0.011 -0.110 -0.189
-0.086 0.098 0.125
0.010 -0.106 0.128
0.131 0.069 -0.145
0.605 0.722 0.169
-0.554 -0.037 0.168
-0.403 -0.153 -0.043
-0.072 0.347 0.022
0.085 0.207 -0.028
0.439 -0.681 -0.186
0.099 0.172 -0.692
0.100 -0.046 -0.125
-0.169 0.238 0.458
-0.112 0.011 0.605
-0.051 0.394 0.049
0.150 0.230 0.007
-0.396 -0.629 -0.454
0.013 0.076 -0.067
-0.012 0.121 0.014
-0.151 0.011 -0.013
0.021 0.039 -0.048
0.083 -0.011 0.045
-0.061 0.035 0.130
0.108 0.084 0.014
0.057 -0.003 -0.063
0.016 -0.019 -0.083
0.109 -0.042 -0.050
-0.018 0.023 -0.025
0.024 0.097 0.118
-0.200 -0.082 -0.082
0.002 -0.147 0.028
-0.086 -0.055 0.088
0.038 0.079 -0.007
-0.067 0.046 0.187
-0.123 -0.299 0.020
-0.209 -0.474 0.054
-0.577 0.029 -0.426
-0.850 0.348 0.510
-0.315 0.446 -0.526
-0.370 1.929 1.173
-0.739 0.035 0.165
0.334 0.219 -0.030
0.440 -0.031 0.160
-0.305 0.117 -0.177
0.042 0.438 0.046
0.450 -0.310 0.314
-0.498 -0.190 -0.321
-0.003 -0.323 -0.010
0.040 0.366 0.049
0.190 0.096 0.097
-0.109 -0.254 -0.055
0.103 0.153 -0.029
0.497 0.116 0.105
-0.224 -0.721 -0.144
-0.357 -0.611 -0.249
-0.808 -0.764 -1.023
-0.025 -0.050 -0.008
0.065 0.028 0.012
0.052 0.021 0.013
0.076 -0.014 0.065
0.493 0.976 0.412
-0.448 0.534 -0.718
-0.087 -0.306 -0.017
-0.476 0.177 -0.446
0.595 -1.089 0.459
0.069 0.140 -0.177
-0.180 0.134 0.033
0.021 -0.222 -0.121
-0.187 0.084 -0.233
0.429 0.050 -0.133
-0.258 0.052 0.039
-0.003 0.064 0.325
-0.168 -0.145 -0.070
0.279 0.005 0.109
0.020 0.079 -0.075
0.023 -0.035 0.064
-0.154 0.228 -0.009
0.211 -0.239 -0.194
0.222 -0.139 0.215
0.001 -0.089 0.098
0.008 0.330 0.510
-0.131 -0.248 -0.514
-0.031 -0.063 0.254
-0.077 0.101 -0.720
0.331 0.126 0.086
-0.322 -0.310 0.720
0.085 0.017 0.135
-0.032 -0.177 -0.018
-0.103 -0.055 0.023
0.017 0.055 0.106
-0.087 0.107 -0.020
0.084 0.168 -0.033
0.035 -0.016 0.112
0.190 0.079 -0.015
0.081 -0.179 0.013
0.072 -0.029 -0.074
-0.059 -0.010 -0.040
-0.081 0.046 -0.065
-0.019 0.050 0.027
0.010 0.039 0.081
-0.048 0.003 0.086
0.091 -0.073 0.030
0.000 -0.016 -0.124
-0.091 0.155 -0.004
0.106 0.041 -0.159
-0.105 -0.120 0.018
0.275 0.213 -0.136
-0.172 -0.095 0.057

(5)
This record from the OMol25 dataset describes an isolated molecule of C7H7NO in a non-equilibrium geometry. The level of theory is wB97M-V/def2-TZVPD.

Structure (SMILES): [H]/N=C\C(=O)CC(=C)C#C
HOMO-LUMO gap (spin up / spin down), eV: 8.5843 / 8.5849
ΔE to the lowest compared entry with this formula, charge and spin, kcal per mole: 107.4
E_tot, Eh: -400.7397
HOMO (spin up / spin down), eV: -8.73 / -8.73

Geometry (Å):
C1 0.056 -1.329 -0.355
C2 0.922 -0.629 0.673
C3 -1.166 -0.436 -0.474
C4 1.518 0.922 0.265
C5 -2.408 -0.859 -0.225
N1 2.127 1.583 1.166
C6 -0.851 0.920 -0.729
C7 -0.131 1.930 -0.698
O1 1.114 -1.026 1.785
H1 2.247 1.065 2.042
H2 0.592 -1.350 -1.307
H3 -0.207 -2.340 -0.040
H4 1.997 0.734 -0.696
H5 -2.613 -1.893 0.002
H6 -3.252 -0.193 -0.314
H7 0.057 2.901 -1.095

Force components x, y, z for each atom (eV/Å):
0.109 0.316 0.001
0.205 2.164 0.260
-0.707 -0.906 0.280
2.089 -4.173 1.779
0.263 0.042 -0.378
0.556 -0.015 -0.819
1.592 2.185 0.255
-2.824 -1.473 -1.196
0.151 -0.199 -0.107
-1.262 0.282 0.234
-0.039 -0.061 -0.051
0.058 0.135 0.008
-0.746 1.460 -0.804
0.042 -0.099 0.070
-0.049 0.125 0.087
0.562 0.217 0.379

(6)
This record from the OMol25 dataset describes an isolated molecule of C5H10S in a non-equilibrium geometry. The level of theory is wB97M-V/def2-TZVPD.

Structure (SMILES): CSC=C(C)C
HOMO-LUMO gap, eV: 8.9907
ΔE to the lowest compared entry with this formula, charge and spin, kcal per mole: 61.0
E_tot, Eh: -594.5978
HOMO, eV: -7.99

Geometry (Å):
C1 3.139 -0.387 0.140
C2 0.361 -0.358 -0.409
C3 -0.901 -0.002 -0.175
C4 -1.359 1.585 0.067
C5 -2.211 -0.842 0.059
H1 3.072 -0.845 1.140
H2 3.955 0.249 0.404
H3 3.424 -1.293 -0.615
H4 0.905 -1.394 -0.435
H5 -1.945 1.721 0.898
H6 -1.924 1.580 -0.987
H7 -0.596 2.324 0.033
H8 -2.984 -0.606 -0.663
H9 -1.956 -1.806 -0.291
H10 -2.681 -0.738 1.040
S1 1.698 0.811 -0.206

Force components x, y, z for each atom (eV/Å):
-0.594 -1.594 -0.334
1.349 -1.517 1.116
-2.056 2.251 2.051
0.993 -3.635 -5.533
1.656 0.841 -1.534
-0.961 -0.248 -0.358
0.905 0.680 -0.914
-0.858 2.686 1.413
-2.054 1.615 -0.298
-1.685 -0.018 1.742
0.583 0.992 2.517
0.855 0.379 -0.095
-0.149 0.774 -0.202
0.087 -1.672 0.634
0.637 -0.255 0.026
1.293 -1.280 -0.232

Question: Number 3 is which compound?
Answer: C5H10N4O3